Molecular formula: C2HCl2F
Method: DFT, ωB97M-V/def2-TZVPD

Output
Energy relative to the best compared isomer or geometry (same formula, charge and spin) in kJ/mol: 74.6
Structure (SMILES): F/C(Cl)=C\Cl
Gap between HOMO and LUMO in eV: 10.56

```
! wB97M-V def2-TZVPD RIJCOSX def2/J DEFGRID3
* xyz 0 1
F -1.33255 -0.16749 -1.06441
Cl 1.58988 -0.80837 -1.39009
C -0.52024 0.07425 -0.06668
H 1.07567 0.28692 1.08830
Cl -1.55807 0.77940 1.31158
C 0.74531 -0.16471 0.12130
*
```

Molecular formula: C2HCl2N2O
Method: DFT, ωB97M-V/def2-TZVPD

Output
Energy relative to the best compared isomer or geometry (same formula, charge and spin) in kJ/mol: 33.1
Gap between HOMO and LUMO in eV: 10.54

```
! wB97M-V def2-TZVPD RIJCOSX def2/J DEFGRID3
* xyz 1 1
C -0.47989 -1.25557 -0.46291
Cl -0.06499 0.81070 -1.68986
C -1.17469 -0.02843 -0.51092
O 0.06579 -2.24272 -0.36856
N 2.72976 1.55511 0.99313
H -2.33462 0.02674 -0.79350
Cl -1.12759 0.40044 1.24164
N 2.38622 0.73372 1.59097
*
```

Molecular formula: C2HCl2NO
Method: DFT, ωB97M-V/def2-TZVPD

Output
Energy relative to the best compared isomer or geometry (same formula, charge and spin) in kJ/mol: 56.3
Structure (SMILES): N#CC(O)(Cl)Cl
Gap between HOMO and LUMO in eV: 11.81

```
! wB97M-V def2-TZVPD RIJCOSX def2/J DEFGRID3
* xyz 0 1
C 1.11241 -1.44513 -1.81708
O 0.14622 -0.38639 0.10586
H -0.63602 0.10806 0.27318
N 1.55517 -2.34640 -2.35706
Cl -0.65800 0.37241 -2.25524
C 0.56669 -0.27929 -1.15005
Cl 1.85000 1.03202 -1.05648
*
```

Molecular formula: C2HCl2O2P
Method: DFT, ωB97M-V/def2-TZVPD

Output
Energy relative to the best compared isomer or geometry (same formula, charge and spin) in kJ/mol: 206.7
Gap between HOMO and LUMO in eV: 8.02

```
! wB97M-V def2-TZVPD RIJCOSX def2/J DEFGRID3
* xyz 0 1
C 1.38412 -0.75914 0.17851
Cl 2.82244 -0.61379 -1.04764
O 0.50038 0.96134 -1.19095
C 0.29207 0.16768 -0.32314
P 3.35210 0.64911 0.85276
Cl 1.04616 -2.37565 0.37039
O 2.93738 1.96549 0.43118
H -0.60255 0.11671 0.21549
*
```

Molecular formula: C2HCl3I2
Method: DFT, ωB97M-V/def2-TZVPD

Output
Energy relative to the best compared isomer or geometry (same formula, charge and spin) in kJ/mol: 128.2
⟨S²⟩: 2.012
Gap between HOMO and LUMO (spin up / spin down) in eV: 7.16 / 7.63

```
! wB97M-V def2-TZVPD RIJCOSX def2/J DEFGRID3
* xyz 0 3
Cl -0.16210 -1.37328 1.66921
Cl -2.42480 -0.38749 0.11122
I 0.05848 1.54619 -2.24761
I 2.40529 0.83291 0.31453
C -1.04142 -0.04766 1.05660
Cl 1.15166 -1.51064 -1.54798
C 0.84795 0.03676 -0.86256
H -0.83505 0.90321 1.50659
*
```

Molecular formula: C2HCl3N
Method: DFT, ωB97M-V/def2-TZVPD

Output
Energy relative to the best compared isomer or geometry (same formula, charge and spin) in kJ/mol: 247.0
Gap between HOMO and LUMO (spin up / spin down) in eV: 8.24 / 6.54

```
! wB97M-V def2-TZVPD RIJCOSX def2/J DEFGRID3
* xyz 1 1
H -2.09600 -0.97885 0.47492
Cl 0.25120 -2.32917 0.01717
Cl 1.44542 1.17797 1.38381
C -1.39205 -0.28129 0.09617
Cl 1.58010 1.04188 -1.63627
C 0.71579 0.89292 -0.19276
N -0.50447 0.47655 -0.14304
*
```

Molecular formula: C2HCl3O2S
Method: DFT, ωB97M-V/def2-TZVPD

Output
Energy relative to the best compared isomer or geometry (same formula, charge and spin) in kJ/mol: 160.9
Structure (SMILES): O=S(=O)=CC(Cl)(Cl)Cl
Gap between HOMO and LUMO in eV: 8.98

```
! wB97M-V def2-TZVPD RIJCOSX def2/J DEFGRID3
* xyz 0 1
O 0.68107 -2.69468 -0.64885
Cl 0.79731 1.77588 -0.71275
Cl -1.96684 1.76446 0.15377
S 0.74201 -1.31387 -0.27636
C -0.63059 -0.41279 -0.13116
C -0.40381 0.99979 0.28981
O 1.93459 -0.99850 0.46397
H -1.26888 -0.34502 -1.04166
Cl 0.11514 1.22474 1.90323
*
```

Molecular formula: C2HCl5
Method: DFT, ωB97M-V/def2-TZVPD

Output
Energy relative to the best compared isomer or geometry (same formula, charge and spin) in kJ/mol: 290.0
Gap between HOMO and LUMO (spin up / spin down) in eV: 7.89 / 7.96

```
! wB97M-V def2-TZVPD RIJCOSX def2/J DEFGRID3
* xyz 0 1
C 1.17658 -0.44729 -0.01374
Cl 1.76201 0.35576 -1.38990
Cl 1.54048 0.14495 1.50553
Cl 0.80047 -2.10816 -0.21056
H -1.57849 -0.71264 -0.05605
Cl -1.22968 1.18845 1.49539
C -1.16220 0.36227 0.04974
Cl -1.30917 1.21665 -1.38040
*
```

Molecular formula: C2HClN2
Method: DFT, ωB97M-V/def2-TZVPD

Output
Energy relative to the best compared isomer or geometry (same formula, charge and spin) in kJ/mol: 488.5
Gap between HOMO and LUMO (spin up / spin down) in eV: 9.61 / 6.85

```
! wB97M-V def2-TZVPD RIJCOSX def2/J DEFGRID3
* xyz 0 1
N -0.38065 -0.64622 3.33845
C -0.81263 0.21205 2.70790
C -0.22655 0.75891 -0.81680
H -0.02586 -0.25297 -0.48910
Cl 0.35578 0.81318 -2.47273
N -0.84113 1.54129 -0.12631
*
```

Molecular formula: C2HClN2O
Method: DFT, ωB97M-V/def2-TZVPD

Output
Energy relative to the best compared isomer or geometry (same formula, charge and spin) in kJ/mol: 310.6
Structure (SMILES): N#C[C@@H](Cl)N=O
Gap between HOMO and LUMO in eV: 9.13

```
! wB97M-V def2-TZVPD RIJCOSX def2/J DEFGRID3
* xyz 0 1
Cl 1.10623 -1.77201 0.29655
N 2.00794 0.94718 -1.74320
H -0.36628 0.01867 -0.19570
C 1.37326 0.56595 -0.83873
O 1.34686 0.18783 2.41785
C 0.59622 -0.09976 0.15833
N 0.63825 0.62443 1.61463
*
```

Molecular formula: C2HClN2O2
Method: DFT, ωB97M-V/def2-TZVPD

Output
Energy relative to the best compared isomer or geometry (same formula, charge and spin) in kJ/mol: 299.1
Structure (SMILES): N#[N+][O-].O=C=CCl
Gap between HOMO and LUMO in eV: 9.42

```
! wB97M-V def2-TZVPD RIJCOSX def2/J DEFGRID3
* xyz 0 1
Cl -1.33668 1.48240 1.72890
C -0.54603 1.07015 0.23054
H 0.56286 0.96907 0.30654
N 1.02765 -1.80781 1.43884
N 1.02739 -1.90223 0.33526
O 1.04829 -1.94202 -0.83428
C -0.81273 1.06726 -1.04520
O -0.97076 1.06318 -2.16059
*
```

Molecular formula: C2HClN2O2
Method: DFT, ωB97M-V/def2-TZVPD

Output
Energy relative to the best compared isomer or geometry (same formula, charge and spin) in kJ/mol: 210.1
Structure (SMILES): O=c1o[nH]nc1Cl
Gap between HOMO and LUMO in eV: 9.75

```
! wB97M-V def2-TZVPD RIJCOSX def2/J DEFGRID3
* xyz 0 1
N 0.56827 -0.52920 0.98323
O 0.68308 0.68613 -0.89772
C -0.65271 0.36364 -0.72887
H 2.33121 0.12428 0.13260
C -0.65503 -0.29909 0.59048
O -1.55277 0.56727 -1.48821
N 1.33492 -0.05142 0.10295
Cl -2.05697 -0.86160 1.30556
*
```

Molecular formula: C2HClN2OS
Method: DFT, ωB97M-V/def2-TZVPD

Output
Energy relative to the best compared isomer or geometry (same formula, charge and spin) in kJ/mol: 23.5
Structure (SMILES): Sc1nnc(Cl)o1
Gap between HOMO and LUMO in eV: 10.04

```
! wB97M-V def2-TZVPD RIJCOSX def2/J DEFGRID3
* xyz 0 1
N 0.27294 1.15938 0.01931
C 0.62962 -0.06951 -0.00048
H 2.89531 0.35366 0.02767
S 2.20858 -0.81143 -0.02114
N -1.09615 1.13576 -0.02413
C -1.45115 -0.09726 -0.02925
Cl -3.03697 -0.72478 -0.00913
O -0.42218 -0.94582 0.03716
*
```

Molecular formula: C2HClN2OS
Method: DFT, ωB97M-V/def2-TZVPD

Output
Energy relative to the best compared isomer or geometry (same formula, charge and spin) in kJ/mol: 272.0
Structure (SMILES): Sc1nonc1Cl
Gap between HOMO and LUMO in eV: 10.04

```
! wB97M-V def2-TZVPD RIJCOSX def2/J DEFGRID3
* xyz 0 1
C -0.66979 0.22449 -0.84855
N -0.19531 -0.63966 1.14064
C 0.51200 -0.14049 0.03759
N -1.79786 -0.20474 -0.33412
S 2.20899 0.33203 0.13615
O -1.52354 -0.85178 0.71264
Cl -0.67763 1.33002 -2.26705
H 2.14314 -0.04986 1.42271
*
```

Molecular formula: C2HClNO2
Method: DFT, ωB97M-V/def2-TZVPD

Output
Energy relative to the best compared isomer or geometry (same formula, charge and spin) in kJ/mol: 724.2
Gap between HOMO and LUMO (spin up / spin down) in eV: 7.10 / 7.04

```
! wB97M-V def2-TZVPD RIJCOSX def2/J DEFGRID3
* xyz -1 1
Cl 0.67228 1.86806 0.20860
C 1.14690 -0.84262 -0.29427
C 0.14996 0.24005 -0.18970
N -2.35803 -0.00823 0.46697
O 1.84793 -1.70002 0.11370
H -2.23820 0.74827 1.16409
O 0.77916 -0.30552 -1.46940
*
```

Molecular formula: C2HClNO3
Method: DFT, ωB97M-V/def2-TZVPD

Output
Energy relative to the best compared isomer or geometry (same formula, charge and spin) in kJ/mol: 603.6
Gap between HOMO and LUMO (spin up / spin down) in eV: 6.86 / 6.92

```
! wB97M-V def2-TZVPD RIJCOSX def2/J DEFGRID3
* xyz -1 1
O -1.37550 2.26403 -0.14198
Cl -4.86472 -1.12718 -0.25620
O -2.57311 -0.11996 0.29755
O -4.12923 1.50825 0.29618
N 1.52207 0.88773 -0.38016
H 2.07476 1.17377 0.44731
C -0.95154 1.22126 0.07190
C -3.64084 0.43336 0.24545
*
```

Molecular formula: C2HClO2
Method: DFT, ωB97M-V/def2-TZVPD

Output
Energy relative to the best compared isomer or geometry (same formula, charge and spin) in kJ/mol: 237.1
Gap between HOMO and LUMO (spin up / spin down) in eV: 8.14 / 8.14

```
! wB97M-V def2-TZVPD RIJCOSX def2/J DEFGRID3
* xyz 0 1
C 2.28412 0.40008 -0.16183
C -2.87997 -0.89234 0.15340
H 3.29417 0.75599 -0.15854
O -1.80667 -1.21291 -0.10982
O -3.95117 -0.50321 0.27267
Cl 2.02207 -1.17699 0.06308
*
```

Molecular formula: C2HClO3
Method: DFT, ωB97M-V/def2-TZVPD

Output
Energy relative to the best compared isomer or geometry (same formula, charge and spin) in kJ/mol: 31.5
Structure (SMILES): O=C=O.O=CCl
Gap between HOMO and LUMO in eV: 11.69

```
! wB97M-V def2-TZVPD RIJCOSX def2/J DEFGRID3
* xyz 0 1
Cl 2.96526 -0.40371 -0.13852
O -2.91910 0.59457 0.30856
C 1.35770 -0.03802 0.23699
C -1.98177 0.16259 -0.27203
O 0.76775 0.96983 0.17019
O -1.08238 -0.30930 -0.81329
H 0.89256 -0.97597 0.50811
*
```

Molecular formula: C2HClO4
Method: DFT, ωB97M-V/def2-TZVPD

Output
Energy relative to the best compared isomer or geometry (same formula, charge and spin) in kJ/mol: 251.2
⟨S²⟩: 2.017
Gap between HOMO and LUMO (spin up / spin down) in eV: 8.66 / 8.88

```
! wB97M-V def2-TZVPD RIJCOSX def2/J DEFGRID3
* xyz 0 3
O 0.03106 -0.06241 -1.85721
C -0.53635 -0.09971 -0.61497
C -0.14648 -0.00676 0.81289
O -1.72724 -0.33108 -0.75725
O 1.17094 0.33808 -2.52749
Cl -1.44056 -0.19123 1.88118
O 1.06858 0.26341 1.13510
H 1.58007 0.08970 1.92775
*
```

Molecular formula: C2HCuF6NO4S2
Method: DFT, ωB97M-V/def2-TZVPD

Output
⟨S²⟩: 0.762
Gap between HOMO and LUMO (spin up / spin down) in eV: 8.31 / 5.75

```
! wB97M-V def2-TZVPD RIJCOSX def2/J DEFGRID3
* xyz 0 2
F -3.29534 0.01667 -2.54748
O -0.79855 0.15744 1.65706
F -3.59410 -0.58574 -0.49852
Cu -0.63655 1.22921 0.19328
H -2.65497 1.82158 -1.28854
C -2.70402 -0.20550 -1.38774
C 3.03608 0.59188 0.42257
N 1.25895 -1.26983 1.03689
O 0.01146 -1.62102 3.18279
O -2.14874 1.06145 -0.96090
O 1.90745 -0.86657 -1.46323
F 2.74711 1.46676 1.37563
F 3.60243 1.23827 -0.59159
S 1.46987 -0.24180 -0.16764
S -0.28110 -1.33555 1.74417
F -1.81587 -1.15842 -1.59952
F 3.89588 -0.29882 0.89277
*
```